Molecular formula: C2H2O2Rb
Method: DFT, ωB97M-V/def2-TZVPD

Geometry (Å):
C  1.56445  0.25995  0.20842
O  0.30807  -0.39632  0.60825
C  -0.83659  -0.56234  0.02793
O  -0.68724  -0.54090  -1.33080
H  1.60528  0.12497  -0.89078
Rb  -0.38970  1.75204  3.08613
H  -1.56427  -0.63739  -1.70916

Force components x, y, z for each atom (eV/Å):
C 0.230 0.018 -0.168
O -0.920 0.394 0.684
C 0.356 -0.472 -0.159
O 0.244 0.358 -0.145
H -0.055 -0.002 -0.048
Rb 0.197 -0.252 -0.375
H -0.052 -0.045 0.211

## Properties
- frontier orbital gap (spin up / spin down) (eV) = 3.01 / 5.36
- E_HOMO (spin up / spin down) (eV) = -0.487 / -2.442
- charge = -1
- E_LUMO (spin up / spin down) (eV) = 2.53 / 2.92
- E (eV) = -6850.916
- maximum force (hartree/bohr) = 0.0236